11
Properties=species:S:1:pos:R:3 method="wB97M-V/def2-TZVPD" de_lowest_kj_mol=33.41 energy_ha=-247.79165 max_force_ev_per_a=1.92 homo_ev=-1.9 gap_ev=6.0319 total_charge=-1 e_lumo_ev=4.106
O -2.599 -1.611 -0.028
N -1.743 -1.413 0.876
C 1.315 1.368 -0.065
C 0.229 0.917 -0.689
C -0.462 -1.475 0.649
H 1.267 2.027 0.826
H 0.312 0.546 -1.687
H 0.220 -0.990 1.370
H -0.773 0.972 -0.326
H -0.002 -1.510 -0.365
H 2.236 1.169 -0.561

***

70
Properties=species:S:1:pos:R:3 method="wB97M-V/def2-TZVPD" de_lowest_kj_mol=0.00 energy_ha=-2607.57846 max_force_ev_per_a=1.56 homo_ev=-3.5 gap_ev=5.2036 total_charge=-1 e_lumo_ev=1.665
I 0.812 -1.722 0.673
P -0.805 -2.835 -2.242
Si 0.087 3.036 2.995
Si 2.528 3.783 4.554
F -3.040 -4.511 -2.167
F -0.732 -2.543 -4.992
F -1.793 -4.872 -3.934
F -3.088 -3.115 -3.835
O 0.705 -6.351 -2.315
O -1.503 -6.548 -1.438
N -2.497 0.725 -1.640
N -1.956 -0.356 -3.683
N -4.104 -0.670 -2.589
N 1.696 2.881 3.419
C 2.071 0.386 -1.676
C -2.651 -0.511 -2.402
C 0.102 -2.677 -3.885
C -2.244 -3.886 -3.084
C 2.621 5.643 4.171
C -1.140 2.710 4.409
C 1.859 3.635 6.327
C -0.319 1.758 1.656
C -0.375 4.726 2.256
C -2.105 -1.698 -1.564
C 0.663 -1.742 -1.491
C 1.035 -3.846 -4.180
C -0.295 -4.275 -1.188
C 0.663 -0.248 -1.856
C 4.324 3.181 4.628
B -0.395 -5.767 -1.701
H 4.799 3.294 3.651
H 2.767 -0.303 -1.209
H -3.359 1.241 -1.657
H 3.361 6.146 4.806
H 2.488 0.622 -2.655
H 1.660 6.135 4.339
H 1.731 -3.506 -4.945
H 0.461 -6.812 -3.116
H -2.008 0.602 -3.992
H -1.370 1.823 1.345
H -1.761 -1.259 -0.633
H 0.730 -1.796 -3.872
H -2.972 -2.282 -1.259
H -2.355 -0.928 -4.412
H 4.912 3.746 5.362
H 0.914 4.171 6.445
H -0.816 -4.236 -0.236
H 4.355 2.126 4.906
H 2.565 4.050 7.057
H -4.418 -1.611 -2.424
H -1.367 4.699 1.785
H -2.165 2.598 4.033
H 1.627 -4.111 -3.313
H 2.026 1.316 -1.122
H -1.799 -7.021 -2.213
H -1.709 1.279 -1.931
H 0.385 -0.093 -2.892
H 0.491 -4.689 -4.581
H 0.353 5.014 1.495
H 0.771 -4.137 -1.037
H 1.593 -2.161 -1.876
H 1.693 2.585 6.578
H -0.400 5.506 3.021
H -4.373 -0.358 -3.506
H -0.140 0.750 2.030
H -0.871 1.793 4.936
H 2.908 5.797 3.129
H 0.006 0.269 -1.167
H 0.309 1.919 0.776
H -1.147 3.532 5.129

***

7
Properties=species:S:1:pos:R:3 method="wB97M-V/def2-TZVPD" de_lowest_kj_mol=88.02 smiles=OC1(O)OS1 energy_ha=-663.13935 max_force_ev_per_a=3.27 homo_ev=-8.6 gap_ev=8.7039 e_lumo_ev=0.090
S 2.079 -0.245 0.534
O 1.058 0.098 -0.949
O -0.794 -0.817 0.121
O -0.529 1.388 0.147
C 0.059 0.150 -0.178
H -0.484 -1.711 -0.164
H -1.389 1.137 0.490

***

84
Properties=species:S:1:pos:R:3 method="wB97M-V/def2-TZVPD" energy_ha=-3939.29412 max_force_ev_per_a=3.77 homo_ev="-15.3 / -15.3" gap_ev="2.7281 / 2.7305" total_charge=+3 e_lumo_ev="-12.620 / -12.618"
Pt 0.571 0.194 -0.365
Ge -1.041 -3.141 -0.837
O -0.478 -0.711 -2.907
O -1.939 2.660 -1.856
O -1.685 -1.465 0.027
N -1.503 0.693 -0.746
N 1.186 2.066 -4.225
N -3.500 -0.263 -0.753
N 2.441 2.806 -2.391
N 1.007 0.925 -2.324
C -6.596 2.087 0.945
C 1.050 -5.631 -1.595
C -5.910 -0.261 -4.209
C 0.289 0.962 -4.536
C 0.265 -0.444 2.087
C -2.305 1.625 -1.378
C -2.241 -3.302 -2.407
C -5.293 -0.125 -2.977
C 1.958 0.855 1.190
C -4.101 1.801 -3.789
C -3.138 -5.585 -1.623
C -4.727 1.907 -0.561
C 1.606 3.080 -5.185
C -4.754 3.292 -0.749
C -4.376 0.902 -2.761
C 0.904 -2.707 -1.056
C 1.532 -3.241 -2.339
C 2.087 -4.652 -2.140
C -5.696 4.063 -0.094
C -0.166 0.888 2.126
C 0.859 1.703 1.569
C -5.654 1.310 0.298
C -3.752 1.044 -1.356
C 1.584 -0.478 1.513
C -2.220 -0.416 -0.470
C -2.620 -4.734 -2.781
C -6.637 3.462 0.735
C -4.232 -4.922 -0.794
C 0.182 0.261 -3.201
C -5.642 0.641 -5.228
C -4.724 1.660 -5.019
C 1.581 1.986 -2.967
H 0.848 2.784 1.525
H -6.624 -1.057 -4.373
H 1.428 -3.096 -0.180
H 2.647 2.939 -5.480
H -3.125 -2.713 -2.154
H -1.305 -3.910 0.455
H -4.204 -0.948 -0.530
H 2.951 -4.614 -1.471
H 0.684 -5.334 -0.606
H -3.396 -4.666 -3.549
H 1.479 4.080 -4.769
H 0.992 -1.564 -1.043
H 2.885 3.555 -2.900
H 0.195 -5.708 -2.275
H -1.734 -2.799 -3.229
H -5.090 -4.660 -1.418
H -7.314 1.627 1.611
H -4.033 3.766 -1.399
H 2.254 -1.326 1.512
H -1.104 1.242 2.532
H 0.794 -3.241 -3.148
H -5.555 -0.820 -2.186
H -2.298 -5.853 -0.968
H 1.480 -6.625 -1.490
H -3.511 -6.529 -2.021
H -0.279 -1.295 2.473
H 0.712 0.292 -5.290
H -0.685 1.304 -4.891
H -7.414 4.052 1.200
H 2.957 1.175 0.938
H -5.709 5.134 -0.241
H 0.984 2.999 -6.071
H -4.582 -5.601 -0.018
H -5.652 0.241 0.471
H 2.659 2.697 -1.418
H -4.510 2.363 -5.814
H 2.341 -2.580 -2.664
H 2.458 -5.015 -3.099
H -3.873 -4.013 -0.299
H -3.405 2.611 -3.634
H -6.172 0.573 -6.169
H -1.772 -5.236 -3.251

***

30
Properties=species:S:1:pos:R:3 method="wB97M-V/def2-TZVPD" multiplicity=6 energy_ha=-2976.48680 max_force_ev_per_a=3.18 s2=8.774 homo_ev="-2.6 / -3.5" gap_ev="4.4662 / 5.2802" total_charge=-1 e_lumo_ev="1.820 / 1.747"
Ce 3.399 -0.253 -1.924
Te -1.756 -0.266 -1.049
Co 0.533 0.238 -0.316
Cl 0.683 0.457 -2.699
C -0.153 1.841 0.577
C 3.120 -2.342 -2.593
C -4.132 -0.038 0.759
C -2.851 -0.963 3.100
C 2.594 0.004 0.256
C -2.131 -0.878 1.865
C -4.221 -0.586 3.149
C -4.873 -0.114 1.957
C -2.800 -0.415 0.722
C 4.045 1.660 -2.694
H 0.599 2.274 1.251
H 2.836 -1.038 0.549
H 3.307 0.973 0.518
H -4.764 -0.651 4.058
H -1.089 -1.163 1.835
H 2.833 -2.788 -1.666
H -5.894 0.160 2.001
H -1.039 1.555 1.149
H 5.029 1.109 -2.853
H 3.990 2.277 -1.815
H -4.641 0.330 -0.162
H 4.254 -2.251 -2.777
H 3.433 1.795 -3.559
H -2.370 -1.307 3.974
H 2.489 -2.212 -3.438
H -0.430 2.592 -0.174

***

59
Properties=species:S:1:pos:R:3 method="wB97M-V/def2-TZVPD" de_lowest_kj_mol=2032.90 energy_ha=-1412.52902 max_force_ev_per_a=14.96 homo_ev=-7.5 gap_ev=6.9691 e_lumo_ev=-0.539
O -5.781 0.162 -0.262
O 4.722 0.056 0.329
O 0.296 1.731 1.701
O -0.404 -2.528 -2.206
N 2.353 -2.159 1.813
N 2.918 1.257 1.244
N 1.578 -2.317 -0.863
N -0.577 2.310 -0.400
C 3.679 0.108 1.436
C -4.575 0.685 -0.039
C 0.427 2.195 0.306
C 3.000 4.352 -1.669
C 1.040 -1.173 -0.326
C 4.067 2.581 -0.459
C -3.758 0.592 1.174
C 3.343 -0.940 2.290
C -4.102 1.514 -1.268
C 1.400 -4.017 -2.580
C 2.806 -2.675 -0.425
C 2.816 2.250 0.388
C -7.720 -0.684 0.816
C -1.954 1.755 -0.369
C 2.928 -2.842 0.928
C -2.715 1.738 -1.385
C -6.192 -0.272 1.048
C 1.678 3.749 -0.958
C 0.773 -2.776 -1.904
C 4.061 3.667 -1.166
C 1.043 -1.517 1.606
C -2.394 1.215 0.794
C 1.744 2.582 -0.082
H 0.674 -4.212 -3.277
H 0.682 -0.644 1.948
H 3.501 -1.925 -0.680
H -4.812 1.447 -2.237
H 2.849 -0.548 3.167
H 2.430 -3.964 1.088
H -0.335 2.478 -1.270
H 4.271 -1.629 2.729
H 0.978 4.369 -1.381
H -5.586 -1.047 1.309
H 5.039 4.001 -1.784
H -2.376 2.012 -2.424
H -6.285 0.422 1.859
H 1.473 -0.213 -0.121
H 3.805 -3.167 1.204
H -3.957 0.404 2.158
H 1.596 -4.993 -1.939
H -7.851 -1.382 -0.042
H 2.231 -3.817 -3.134
H 4.909 2.168 -0.056
H 0.065 -1.079 -0.316
H -8.331 0.280 0.468
H 3.154 -3.524 -1.087
H 2.090 1.228 1.633
H 2.908 5.115 -2.349
H -1.609 1.080 1.893
H -8.246 -1.216 1.531
H 0.234 -2.241 1.596